C32H73Cl6O22P3 | ωB97M-V with the def2-TZVPD basis set

The geometry in XYZ format:
```
136
Properties=species:S:1:pos:R:3:forces:R:3:mulliken_charge:R:1
C -3.745752 -1.477031 -4.524277 0.6030 -0.4315 -0.0116 -0.603
O -3.613195 -0.740724 -3.302875 -0.7318 1.2821 1.5566 -0.189
P -4.392427 0.633309 -3.039329 -0.0311 2.3700 -0.5322 0.824
O -4.027104 1.774494 -3.941673 -0.6571 -1.7936 0.9113 -0.721
O -5.944030 0.199474 -3.105476 1.3752 -0.5928 0.0580 -0.130
C -6.940208 1.027137 -3.644388 -1.0073 0.3700 -0.4578 -0.789
O -4.191640 1.085827 -1.478773 1.4538 -2.8934 -2.4346 -0.257
C -4.924722 2.069192 -0.851698 -0.7463 0.9357 1.3162 -0.647
H -3.744268 -2.534400 -4.259558 -0.3630 0.0675 0.1364 0.249
H -2.819123 -1.337659 -5.081071 -0.2560 0.3517 -0.2834 0.257
H -4.638987 -1.227418 -5.096920 0.1320 0.1273 0.0901 0.277
H -6.579384 1.708741 -4.414657 0.3156 0.1603 0.3130 0.347
H -7.442689 1.546700 -2.828510 0.0469 0.2641 -0.1204 0.290
H -7.690175 0.409186 -4.138137 0.0687 -0.2676 0.1390 0.265
H -5.648156 2.591667 -1.477599 0.0795 -0.0820 -0.1353 0.291
H -4.252997 2.793223 -0.390533 0.1752 0.1826 -0.3986 0.269
H -5.420042 1.614923 0.006435 -0.4278 -0.0750 -0.1236 0.263
C 0.608794 -9.377783 -3.137729 1.6492 -0.8349 0.5963 -0.748
O -0.121339 -8.263664 -3.579450 -1.3673 0.4206 -1.4475 -0.205
P -0.237824 -7.907999 -5.164316 0.3973 -1.3486 0.1386 0.822
O -0.018897 -9.069193 -6.076368 -0.0705 1.8983 1.0493 -0.693
O -1.703555 -7.249675 -5.255398 0.8516 -0.5027 0.2525 -0.076
C -2.512242 -7.409879 -6.421835 -0.4834 0.0000 -1.0488 -0.771
O 0.833967 -6.706450 -5.293368 -0.1220 -0.6573 -0.4702 -0.312
C 0.848204 -5.631588 -4.355867 -1.6519 0.3898 0.8631 -0.546
H 1.033014 -10.022173 -3.907724 -0.0584 0.5087 -0.5237 0.330
H 0.107861 -10.104983 -2.498712 -0.9096 0.6007 0.0847 0.249
H 1.428084 -8.966466 -2.548082 0.1732 -0.2016 0.0336 0.281
H -3.552622 -7.635414 -6.187686 0.1046 0.3820 0.6936 0.260
H -2.256210 -8.227228 -7.095984 0.7874 -0.1236 0.3807 0.334
H -2.465514 -6.497654 -7.016625 -0.0583 0.0921 0.1535 0.293
H 0.641823 -4.668522 -4.822792 0.3288 -0.1851 -0.4891 0.299
H 1.713103 -5.531599 -3.700081 0.3852 -0.5811 -0.5542 0.280
H -0.005147 -5.783267 -3.694889 0.0427 0.1650 0.3109 0.202
C 1.330420 -6.819242 2.006769 -0.0836 -0.3862 0.6354 -0.639
O 2.706253 -7.257072 2.071605 0.8046 1.5984 0.7823 -0.344
P 3.587124 -6.701498 3.321281 -1.5911 -0.1083 -0.9034 0.941
O 5.008591 -7.069325 3.181000 -1.1207 0.3677 0.7970 -0.676
O 3.208389 -5.109110 3.360495 -0.6886 -2.5208 0.7852 -0.180
C 4.179219 -4.113969 3.645129 -0.0338 0.4176 -1.1019 -0.655
O 2.660496 -7.314811 4.532727 0.9742 1.2260 -1.6784 -0.271
C 3.137801 -8.284593 5.420450 0.5389 0.0406 1.4959 -0.683
H 1.140613 -6.111410 1.199916 0.2426 -0.5834 -0.4709 0.278
H 1.001551 -6.263272 2.884748 0.2592 -0.2334 0.3041 0.318
H 0.802415 -7.772689 1.990888 -0.5527 0.4501 -0.5045 0.274
H 4.994237 -4.524932 4.240902 0.2323 0.2779 -0.4488 0.306
H 3.757522 -3.225016 4.114215 -0.4599 -0.4671 0.4647 0.239
H 4.358703 -3.785992 2.621259 1.4444 0.3102 0.2889 0.277
H 4.202065 -8.481930 5.291982 -0.0673 -0.1985 -0.2274 0.326
H 2.549060 -9.201910 5.422797 0.0032 0.0511 -0.4870 0.244
H 3.018498 -7.834253 6.405881 0.0841 -0.2312 0.2555 0.243
C 0.124163 8.501998 1.975733 0.5111 -1.0307 -0.2074 -0.990
C -0.544122 8.123566 0.642321 -0.3704 1.4418 -0.0179 -0.250
O 0.391163 7.638474 -0.329252 0.1573 -0.5243 0.5053 -0.337
C 0.790496 6.366814 -0.307326 -0.9939 -2.8231 1.1301 0.719
C 1.963451 6.132169 -1.208624 -0.0461 0.0092 0.5166 -0.908
O 0.281132 5.418404 0.329422 0.7922 3.0388 -1.1269 -0.608
H 0.686379 7.671736 2.403136 -0.0912 -0.3966 -0.1797 0.258
H -0.563562 8.771944 2.777141 -0.2011 0.3784 -0.3980 0.361
H 0.894330 9.253882 1.803635 -0.3388 0.3339 0.0371 0.292
H -1.474435 7.557599 0.690132 0.4507 -0.6081 0.2550 0.353
H -0.834113 9.050500 0.147565 -0.1984 0.1617 0.2047 0.257
H 2.282116 5.115048 -0.980535 0.1129 0.1039 -0.4892 0.280
H 2.749868 6.838756 -0.943319 0.0540 0.0147 -0.1952 0.261
H 1.661968 6.286779 -2.244632 0.1739 -0.1411 -0.0031 0.313
C 5.036261 5.216364 3.445715 -0.0554 0.9011 0.1167 -1.020
C 5.246081 6.652665 4.015671 1.0209 -2.0753 0.7672 -0.309
O 5.227105 7.649923 3.029362 0.2569 0.6049 -0.4696 -0.338
C 6.343341 7.858380 2.290449 0.4955 -1.4409 -0.0463 0.760
C 6.162261 9.019593 1.371348 0.8927 0.1727 -0.3769 -0.987
O 7.350748 7.153002 2.293202 -1.9120 1.2708 0.4961 -0.576
H 5.141385 4.445137 4.208761 -0.2015 0.2322 0.2741 0.362
H 5.855344 5.021563 2.753438 -0.2156 0.0925 -0.2484 0.301
H 4.065076 5.114899 2.961342 0.0743 -0.0766 -0.0915 0.238
H 4.584575 6.950580 4.829150 -0.3921 -0.0663 -0.4139 0.388
H 6.236911 6.594298 4.466186 0.1966 0.3632 0.0113 0.306
H 6.769665 9.835284 1.763527 0.0219 0.0987 0.0137 0.291
H 5.162448 9.406523 1.174465 0.0230 -0.4708 0.2311 0.271
H 6.671265 8.673945 0.471603 -0.2279 0.3893 -0.2847 0.310
C 7.059695 3.578329 -2.210672 0.2058 -1.1842 0.9181 -0.924
C 7.163159 2.708619 -3.432648 0.0092 1.1618 -1.1831 -0.322
O 6.235750 1.612107 -3.472228 0.1525 -0.2439 0.2890 -0.305
C 6.635837 0.384717 -3.076724 2.0035 -0.0997 0.9048 0.757
C 5.543788 -0.652516 -3.197516 0.7737 -0.3981 -0.8167 -0.944
O 7.783155 0.127779 -2.692903 -2.3317 0.7156 -0.7786 -0.579
H 7.132832 2.876550 -1.379844 -0.1089 0.2545 0.4673 0.295
H 6.122744 4.129862 -2.132928 0.1539 0.0382 -0.1036 0.227
H 7.943485 4.211870 -2.135478 -0.2307 0.2518 -0.1333 0.336
H 6.867945 3.350557 -4.262637 -0.0982 -0.3188 -0.3741 0.272
H 8.201007 2.441866 -3.632209 -0.1996 -0.6341 0.2458 0.364
H 5.109617 -0.595544 -4.195686 -0.3481 0.3538 0.1192 0.299
H 4.767119 -0.637400 -2.432883 0.2087 0.2169 -0.0224 0.211
H 6.083001 -1.599598 -3.217268 -0.2220 -0.1045 0.4868 0.317
C -8.085263 -3.446896 -0.582555 0.3220 -1.3801 0.0647 -1.075
C -7.889081 -4.896928 -0.019439 -2.2612 0.4950 -1.1224 -0.249
O -6.584079 -5.334779 0.046856 2.1703 0.6044 1.1350 -0.359
C -5.821165 -5.561844 -1.009596 1.9016 -1.1421 -2.0305 0.790
C -4.313320 -5.668089 -0.684862 -0.6293 -0.2324 0.9718 -0.920
O -6.164965 -5.811244 -2.151403 -0.8637 0.7791 1.1642 -0.582
H -7.898493 -3.448120 -1.656433 0.3012 0.0985 0.0597 0.298
H -7.405060 -2.773577 -0.060945 -0.1224 0.1283 -0.1019 0.286
H -9.122295 -3.130363 -0.470799 0.0567 -0.0385 0.3145 0.397
H -8.314481 -4.974474 0.981120 0.3043 0.0557 0.0616 0.285
H -8.391503 -5.648274 -0.628659 -0.5880 0.3054 -0.2237 0.332
H -3.758621 -4.734064 -0.774344 -0.3350 0.1503 -0.2226 0.216
H -3.837525 -6.428167 -1.304548 -0.2697 0.1911 -0.1740 0.264
H -4.204863 -5.977198 0.354745 0.0417 0.0146 0.0819 0.321
C -4.307239 6.180330 8.717671 0.4231 0.8274 -0.2084 -1.201
C -4.440619 5.456842 7.349929 -0.7872 -0.1324 1.9106 -0.104
O -3.136884 5.225647 6.920570 2.5221 -0.6021 -2.6380 -0.259
C -2.894003 4.591034 5.688763 -2.1230 -1.5944 -0.0554 0.600
C -1.441665 4.373667 5.348283 0.2085 0.7183 -0.0779 -0.893
O -3.765832 4.052757 4.995892 1.3209 1.7845 1.8368 -0.566
H -3.683461 7.032585 8.448123 0.1040 0.2571 0.3061 0.306
H -3.825196 5.731989 9.586417 0.2719 -0.8381 -0.5604 0.315
H -5.197855 6.611691 9.174639 -0.5045 -0.1936 -0.6949 0.361
H -4.897688 4.471399 7.440004 -0.7070 0.3053 -0.2660 0.295
H -4.934490 6.181597 6.702700 -0.3318 -0.5353 -0.3012 0.261
H -1.089390 3.476346 5.857016 0.0478 0.1741 0.2518 0.244
H -0.816257 5.238457 5.569860 0.0013 -0.1583 0.4262 0.320
H -1.316952 4.190947 4.280964 -0.4289 -0.0401 0.0453 0.321
Cl -0.893309 -1.229237 4.784224 -0.3996 0.6808 -0.1386 -0.159
C -2.512870 -0.771166 4.127828 0.3886 -0.7983 0.5289 -0.278
Cl -2.994353 -2.123016 3.057972 -0.2901 0.7523 0.1028 -0.110
H -3.180468 -0.714292 4.987585 0.0044 -0.2092 -0.2654 0.282
H -2.500437 0.198408 3.629963 0.2876 -0.3994 -0.2458 0.269
Cl 0.542588 -1.378617 -0.581097 0.3984 0.9265 0.4109 -0.106
C 0.826834 0.383458 -0.320379 -0.6860 0.5576 -0.7990 -0.297
Cl 2.461814 0.898246 0.170152 -0.5521 -0.5320 -0.0483 -0.149
H 0.592720 0.883090 -1.260416 0.4674 -0.3430 -0.1725 0.243
H 0.070648 0.818599 0.333026 0.3713 -0.5993 0.5874 0.303
Cl 1.176796 -0.983328 -8.459478 -0.3807 0.1063 -0.0902 -0.151
C 0.802676 0.643674 -7.846598 -0.0311 -0.1095 -0.0165 -0.276
Cl 1.037184 0.681634 -6.088449 0.2570 0.2918 -0.1525 -0.120
H 1.464744 1.300704 -8.410587 -0.0077 0.1388 0.6026 0.287
H -0.236310 0.941465 -7.987807 0.1551 -0.4372 -0.3188 0.262
```
Positions in Å, forces in eV/Å.

Calculated values
E_LUMO: 0.1 eV
energy relative to the best compared isomer or geometry (same formula, charge and spin): 399.33 kJ/mol
E_HOMO: -0.3736 hartree
gap between HOMO and LUMO: 10.29 eV
SMILES string: COP(=O)(OC)OC.COP(=O)(OC)OC.COP(=O)(OC)OC.CCOC(C)=O.CCOC(C)=O.CCOC(C)=O.CCOC(C)=O.CCOC(C)=O.ClCCl.ClCCl.ClCCl